ORCA calculation (ωB97M-V/def2-TZVPD) on a structure of composition C24H25CeF3NO3.

Last column: Löwdin charge in e.
Geometry (Å):
C1 2.34290 0.06262 2.43437  -0.158
C2 2.23058 -0.68196 1.22199  -0.178
C3 1.90530 0.22415 0.17121  -0.203
H1 2.41882 -1.74852 1.11710  0.119
C4 1.83454 1.54145 0.73279  -0.203
C5 2.11887 1.43948 2.12765  -0.166
H2 1.64774 2.46333 0.17782  0.094
C6 -1.53142 -1.87637 2.86400  -0.153
C7 -0.28523 -2.37314 2.36998  -0.159
C8 -0.32748 -2.32333 0.93960  -0.139
H3 0.53311 -2.75973 2.97644  0.125
C9 -1.58072 -1.74821 0.54870  -0.322
C10 -2.32242 -1.46649 1.75043  -0.141
H4 1.82720 -0.02228 -0.88786  0.105
H5 2.19730 2.27170 2.83223  0.122
H6 2.62560 -0.34914 3.40148  0.118
H7 -3.32575 -1.02931 1.78643  0.123
H8 0.43908 -2.68623 0.25184  0.123
H9 -1.85125 -1.86722 3.90617  0.128
Ce1 -0.26591 0.16250 1.72934  1.340
C11 -2.04664 -1.45042 -0.85806  -0.478
C12 -3.56298 -1.67512 -0.92210  -0.029
C13 -1.33929 -2.35422 -1.87351  -0.020
H10 -3.79560 -2.70424 -0.61643  0.104
H11 -3.91404 -1.51352 -1.94371  0.074
H12 -4.09741 -0.98033 -0.26557  0.086
H13 -1.50159 -3.40786 -1.61415  0.102
H14 -0.26013 -2.16037 -1.91409  0.085
H15 -1.75893 -2.17210 -2.86933  0.090
C14 -1.65562 0.03586 -1.15059  -0.059
C15 -2.17374 0.56973 -2.48815  -0.450
H16 -0.54890 0.12465 -1.16311  0.102
H17 -2.08021 0.71955 -0.37636  0.136
O1 -3.10101 0.03502 -3.08598  0.047
N1 -1.57359 1.67984 -3.01561  0.061
C16 -0.41654 2.40214 -2.50347  -0.133
H18 -2.01929 2.04531 -3.84948  0.155
C17 0.90482 1.81853 -2.97957  -0.224
C18 2.08950 2.46959 -2.61933  -0.067
H19 2.01756 3.39902 -2.04611  0.117
C19 3.32547 1.93428 -2.98355  -0.073
H20 4.23833 2.43758 -2.66428  0.109
C20 3.38309 0.76678 -3.75379  -0.085
H21 4.34841 0.35878 -4.05103  0.104
C21 2.20195 0.13272 -4.14743  -0.075
H22 2.22515 -0.77176 -4.75608  0.106
C22 0.96064 0.66069 -3.76588  -0.040
H23 0.03186 0.18315 -4.09340  0.114
H24 -0.44501 2.41657 -1.39849  0.115
H25 -0.49480 3.44840 -2.83783  0.136
F1 0.38409 0.12638 7.35516  0.139
C23 -0.00314 0.88400 6.30321  -0.482
F2 -1.29804 1.24894 6.50042  0.128
F3 0.75791 2.01825 6.30275  0.124
C24 0.16552 0.15565 4.91547  -0.488
O2 0.79897 -0.89647 4.86953  0.078
O3 -0.37764 0.78169 3.90823  -0.184

Values from the calculation:
- E_LUMO (spin up / spin down): -0.46 / -0.44 eV
- Energy relative to the best compared isomer or geometry (same formula, charge and spin): 0.0 kJ/mol
- Frontier orbital gap (spin up / spin down): 8.021 / 8.198 eV
- Spin multiplicity: 2
- E_tot: -54010.1311 eV
- HOMO energy (spin up / spin down): -8.484 / -8.641 eV
- Charge: 0